21
Properties=species:S:1:pos:R:3:forces:R:3:mulliken_spin:R:1 method="wB97M-V/def2-TZVPD" total_energy_ha=-386.0970 multiplicity=2 e_lumo_ev="-5.27 / -9.00" homo_lumo_gap_ev="7.68 / 3.95" total_charge=+1 s_squared=0.75
C 1.6445 0.9605 0.4219 -2.92 -0.85 1.84 0.282
C 2.0864 1.5884 -0.6771 4.62 2.27 -1.78 0.368
C 2.1791 1.0673 -2.0150 -1.21 -1.38 -1.67 0.013
C 1.5748 1.5869 1.7907 -0.98 -1.48 0.53 0.012
H 1.1604 0.0053 0.0793 0.55 0.54 1.55 0.119
H 2.9235 2.3240 -0.5139 -1.29 0.06 0.13 0.011
H 1.3531 0.4176 -2.3315 -0.15 -0.01 0.42 0.008
H 3.0448 0.3261 -1.9698 -0.32 0.98 -0.09 0.088
H 2.2686 1.7664 -2.8638 0.66 -0.01 0.75 0.011
H 1.0444 0.8777 2.4865 0.16 0.81 -0.79 -0.002
H 2.5983 1.5436 2.2285 -0.22 0.71 -0.41 0.061
H 1.0567 2.6108 1.8456 1.18 -1.34 -0.33 0.027
H -6.3565 -0.7400 1.6853 -1.45 -0.10 0.96 0.000
H -6.1176 -1.9915 0.6248 -0.02 2.04 1.46 0.000
O -5.8147 -1.1218 1.0305 1.45 -1.94 -2.43 0.000
H 0.4496 -2.2443 -2.1146 0.31 0.00 -0.14 0.000
H 0.4473 -1.2881 -0.8247 -1.27 -2.26 -1.77 0.001
O -0.0600 -2.0179 -1.3353 0.87 1.99 1.73 0.001
H -2.2992 -2.2883 0.3138 0.10 0.80 1.12 0.000
H -1.0857 -1.6550 1.0282 -2.40 -0.32 0.33 0.000
O -2.0977 -1.7275 1.1106 2.33 -0.52 -1.41 0.000